Run A
This record from the Open Molecules 2025 dataset describes a cluster of 7 separate species, C7H28O7 in total. The level of theory is ωB97M-V/def2-TZVPD.

Summary:
Frontier orbital gap in eV: 10.28
Spin multiplicity: 1
Structure (SMILES): CO.CO.CO.CO.CO.CO.CO

Element x y z (Å)
C: 4.008 -1.408 0.921
O: 3.442 -1.431 -0.377
H: 5.078 -1.593 0.830
H: 3.899 -0.426 1.402
H: 3.566 -2.165 1.577
H: 2.571 -1.007 -0.332
C: -0.217 -2.320 -2.864
O: -0.369 -2.567 -1.475
H: -0.913 -2.926 -3.468
H: -0.480 -1.289 -3.090
H: 0.783 -2.560 -3.222
H: 0.185 -3.319 -1.246
C: -3.617 -3.379 -1.179
O: -3.032 -2.461 -0.284
H: -4.625 -3.586 -0.819
H: -3.698 -2.964 -2.190
H: -3.070 -4.327 -1.198
H: -2.102 -2.388 -0.521
C: 0.968 0.974 4.462
O: 1.809 0.060 5.140
H: 1.342 1.248 3.471
H: -0.027 0.545 4.335
H: 0.819 1.913 5.015
H: 2.708 0.173 4.824
C: -3.055 4.606 1.632
O: -2.544 3.718 0.636
H: -3.574 5.418 1.123
H: -3.784 4.116 2.280
H: -2.247 5.025 2.234
H: -2.565 2.824 0.986
C: 1.236 1.206 -3.284
O: 1.603 2.553 -3.500
H: 1.384 0.588 -4.176
H: 1.791 0.835 -2.430
H: 0.167 1.123 -3.021
H: 1.020 2.922 -4.168
C: 0.233 0.690 0.573
O: 0.864 -0.348 -0.196
H: 0.947 1.503 0.637
H: -0.669 1.023 0.059
H: -0.032 0.282 1.548
H: 0.199 -0.884 -0.645

Here are the natural (NBO) charges for atoms 1 to 8, given in e: number 1, C, carries -0.244; number 2, O, carries -0.755; number 3, H, carries 0.177; number 4, H, carries 0.152; number 5, H, carries 0.156; number 6, H, carries 0.496; number 7, C, carries -0.259; number 8, O, carries -0.760

Run B
This record from the Open Molecules 2025 dataset describes a cluster of 7 separate species, C7H28O7 in total. The level of theory is ωB97M-V/def2-TZVPD.

Summary:
Frontier orbital gap in eV: 10.29
Spin multiplicity: 1
Structure (SMILES): CO.CO.CO.CO.CO.CO.CO

Element x y z (Å)
C: -1.146 3.430 0.623
O: -1.319 2.537 -0.465
H: -1.110 2.843 1.542
H: -0.202 3.965 0.497
H: -1.869 4.251 0.651
H: -2.088 1.964 -0.284
C: 0.454 -0.957 -0.639
O: -0.912 -1.026 -0.226
H: 0.739 -1.533 -1.520
H: 0.616 0.099 -0.863
H: 1.109 -1.259 0.181
H: -1.271 -0.138 -0.229
C: -4.631 2.024 0.258
O: -3.539 1.094 0.144
H: -4.973 1.917 1.289
H: -4.311 3.049 0.086
H: -5.422 1.828 -0.467
H: -3.811 0.269 0.552
C: 1.618 -4.278 -2.885
O: 1.040 -5.570 -3.012
H: 1.350 -3.639 -3.742
H: 1.244 -3.752 -2.007
H: 2.687 -4.407 -3.037
H: 0.099 -5.508 -2.827
C: -2.157 -1.065 3.276
O: -1.436 -0.316 4.242
H: -2.267 -0.527 2.335
H: -1.718 -2.039 3.053
H: -3.143 -1.298 3.686
H: -0.625 -0.784 4.449
C: 4.419 -1.354 0.765
O: 4.909 -1.424 2.091
H: 3.338 -1.228 0.660
H: 4.897 -0.493 0.282
H: 4.711 -2.250 0.221
H: 4.694 -0.608 2.548
C: 2.049 2.780 -1.881
O: 0.880 2.151 -2.376
H: 2.940 2.211 -2.127
H: 2.071 3.821 -2.222
H: 1.969 2.845 -0.786
H: 0.113 2.372 -1.836

Here are the natural (NBO) charges for atoms 1 to 8, given in e: number 1, C, carries -0.254; number 2, O, carries -0.782; number 3, H, carries 0.177; number 4, H, carries 0.180; number 5, H, carries 0.163; number 6, H, carries 0.502; number 7, C, carries -0.252; number 8, O, carries -0.742

Name the most stable of them. run A.

Run A
This record from the Open Molecules 2025 dataset describes the ion C2H7N4S with charge +1. The level of theory is ωB97M-V/def2-TZVPD.

Summary:
Total charge: +1
Frontier orbital gap (alpha / beta) in eV: 7.27 / 6.71
Spin multiplicity: 3
Expectation value of S²: 2.027

Element x y z (Å)
C: 1.142 -0.939 -0.118
C: -2.130 0.043 0.226
N: -0.067 -0.837 -0.045
N: -0.910 -0.044 -0.528
N: 0.253 1.719 -0.223
N: 2.167 -1.759 -0.038
S: 1.799 1.175 0.327
H: -2.443 -0.981 0.636
H: -2.860 0.568 -0.291
H: -1.835 0.666 1.059
H: -0.219 2.211 0.524
H: 0.012 2.175 -1.082
H: 2.140 -2.727 -0.106
H: 2.948 -1.270 -0.341

Here are the natural (NBO) charges for atoms 1 to 8, given in e: number 1, C, carries 0.563; number 2, C, carries -0.453; number 3, N, carries -0.267; number 4, N, carries 0.078; number 5, N, carries -0.828; number 6, N, carries -0.700; number 7, S, carries 0.231; number 8, H, carries 0.240

Run B
This record from the Open Molecules 2025 dataset describes the ion C2H7N4S with charge +1. The level of theory is ωB97M-V/def2-TZVPD.

Summary:
Total charge: +1
Frontier orbital gap (alpha / beta) in eV: 6.52 / 6.48
Spin multiplicity: 3
Expectation value of S²: 2.015

Element x y z (Å)
C: -1.103 -0.168 -0.300
C: -1.094 1.421 1.076
N: 0.828 1.024 -0.867
N: -0.102 0.051 -1.110
N: 0.230 -0.610 -2.228
N: -0.328 0.595 2.044
S: -0.022 2.356 0.094
H: -1.864 -0.923 -0.154
H: 1.310 1.390 -1.672
H: -0.494 -1.312 -2.629
H: 1.263 -0.888 -2.268
H: 0.606 0.361 1.660
H: -0.760 -0.210 2.288
H: -0.409 1.145 2.999

Here are the natural (NBO) charges for atoms 1 to 8, given in e: number 1, C, carries -0.133; number 2, C, carries -0.206; number 3, N, carries -0.568; number 4, N, carries -0.047; number 5, N, carries -0.671; number 6, N, carries -0.742; number 7, S, carries 0.543; number 8, H, carries 0.248

Name the most stable of them. run A.

Run A
This record from the Open Molecules 2025 dataset describes a structure of composition C36H35BaCl2N3OP2. The level of theory is ωB97M-V/def2-TZVPD.

Summary:
Total charge: +2
Frontier orbital gap in eV: 7.11
Spin multiplicity: 1

Element x y z (Å)
Ba: -1.957 -0.926 0.657
Cl: 0.779 3.639 1.363
C: -0.858 3.607 0.769
C: -1.503 4.846 0.585
C: -2.786 4.893 0.138
Cl: -3.563 6.420 -0.087
C: -3.490 3.690 -0.140
C: -4.819 3.654 -0.609
C: -5.423 2.451 -0.848
C: -4.696 1.279 -0.605
N: -3.455 1.265 -0.164
C: -2.830 2.458 0.062
C: -1.464 2.394 0.518
O: -0.883 1.224 0.665
H: -0.965 5.759 0.800
H: -5.345 4.584 -0.775
H: -6.437 2.391 -1.214
H: -5.163 0.314 -0.783
C: -0.401 -2.722 4.345
P: 0.058 -1.211 3.406
C: -0.182 0.167 4.555
C: -0.555 1.398 4.018
C: -0.728 2.498 4.849
C: -0.539 2.367 6.216
C: -0.168 1.140 6.758
C: 0.013 0.043 5.933
C: 1.889 -1.390 3.331
C: 2.443 -2.493 2.669
C: 3.821 -2.672 2.603
C: 4.671 -1.741 3.195
C: 4.133 -0.636 3.844
C: 2.754 -0.457 3.907
P: -2.099 -2.580 5.082
C: -3.105 -2.288 3.547
C: -3.747 -1.051 3.417
C: -4.670 -0.826 2.397
C: -4.962 -1.841 1.490
C: -4.310 -3.069 1.592
C: -3.388 -3.288 2.611
C: -2.522 -4.332 5.385
C: -3.809 -4.562 5.877
C: -4.239 -5.848 6.151
C: -3.379 -6.923 5.962
C: -2.091 -6.703 5.499
C: -1.664 -5.413 5.208
H: 0.304 -2.913 5.158
H: -0.342 -3.562 3.647
H: -0.694 1.495 2.947
H: -1.010 3.453 4.426
H: -0.680 3.220 6.866
H: -0.025 1.041 7.825
H: 0.300 -0.906 6.369
H: 1.795 -3.248 2.233
H: 4.230 -3.548 2.117
H: 5.742 -1.892 3.170
H: 4.788 0.078 4.328
H: 2.349 0.398 4.435
H: -3.558 -0.276 4.152
H: -5.182 0.125 2.334
H: -5.720 -1.692 0.732
H: -4.558 -3.871 0.907
H: -2.937 -4.268 2.722
H: -4.478 -3.726 6.052
H: -5.239 -6.014 6.528
H: -3.709 -7.928 6.188
H: -1.413 -7.536 5.368
H: -0.649 -5.269 4.860
N: 3.408 0.086 0.713
C: 2.127 0.724 0.232
C: 1.444 -0.096 -0.835
N: 0.849 -1.343 -0.305
H: 3.824 0.634 1.468
H: 4.096 0.004 -0.036
H: 3.251 -0.851 1.112
H: 2.386 1.711 -0.144
H: 1.478 0.858 1.096
H: 2.132 -0.315 -1.657
H: 0.658 0.543 -1.235
H: 1.164 -1.525 0.644
H: 1.129 -2.145 -0.858

Here are the Mulliken charges for atoms 1 to 8, given in e: number 1, Ba, carries 1.819; number 2, Cl, carries -0.207; number 3, C, carries 1.341; number 4, C, carries -0.827; number 5, C, carries 0.588; number 6, Cl, carries -0.232; number 7, C, carries 0.303; number 8, C, carries -0.791

Run B
This record from the Open Molecules 2025 dataset describes a structure of composition C36H35BaCl2N3OP2. The level of theory is ωB97M-V/def2-TZVPD.

Summary:
Total charge: +2
Frontier orbital gap in eV: 6.06
Spin multiplicity: 1

Element x y z (Å)
Ba: -1.684 -0.436 0.668
Cl: -3.799 3.095 3.529
C: -3.193 3.483 1.958
C: -3.554 4.715 1.383
C: -3.084 5.069 0.154
Cl: -3.531 6.594 -0.529
C: -2.235 4.194 -0.570
C: -1.707 4.487 -1.844
C: -0.912 3.572 -2.476
C: -0.660 2.347 -1.840
N: -1.122 2.030 -0.651
C: -1.888 2.953 0.013
C: -2.351 2.588 1.327
O: -1.978 1.446 1.855
H: -4.204 5.382 1.932
H: -1.942 5.436 -2.308
H: -0.493 3.771 -3.452
H: -0.058 1.592 -2.338
C: -0.949 -4.504 2.215
P: 0.159 -3.156 1.650
C: 1.216 -2.817 3.086
C: 1.523 -1.488 3.374
C: 2.298 -1.161 4.478
C: 2.771 -2.166 5.307
C: 2.471 -3.495 5.032
C: 1.699 -3.819 3.929
C: 1.235 -4.036 0.457
C: 0.686 -4.381 -0.781
C: 1.440 -5.054 -1.731
C: 2.765 -5.379 -1.461
C: 3.324 -5.028 -0.240
C: 2.565 -4.360 0.715
P: -2.121 -3.903 3.529
C: -3.138 -2.730 2.528
C: -3.496 -1.518 3.126
C: -4.330 -0.611 2.471
C: -4.811 -0.910 1.202
C: -4.462 -2.117 0.593
C: -3.641 -3.020 1.254
C: -3.277 -5.321 3.592
C: -4.650 -5.111 3.705
C: -5.516 -6.183 3.859
C: -5.021 -7.478 3.910
C: -3.655 -7.696 3.814
C: -2.787 -6.625 3.662
H: -0.365 -5.329 2.622
H: -1.485 -4.892 1.345
H: 1.145 -0.690 2.742
H: 2.519 -0.125 4.697
H: 3.365 -1.916 6.176
H: 2.835 -4.279 5.683
H: 1.476 -4.860 3.729
H: -0.349 -4.140 -1.001
H: 0.988 -5.343 -2.672
H: 3.345 -5.938 -2.185
H: 4.345 -5.309 -0.009
H: 3.007 -4.110 1.672
H: -3.118 -1.279 4.114
H: -4.586 0.327 2.948
H: -5.474 -0.217 0.702
H: -4.861 -2.367 -0.382
H: -3.419 -3.973 0.789
H: -5.057 -4.107 3.675
H: -6.580 -6.004 3.942
H: -5.697 -8.313 4.032
H: -3.261 -8.702 3.864
H: -1.723 -6.821 3.609
N: 4.773 -1.808 -3.175
C: 4.529 -1.728 -1.681
C: 3.042 -1.616 -1.367
N: 2.381 -0.361 -1.664
H: 5.768 -1.906 -3.390
H: 4.437 -0.968 -3.650
H: 4.285 -2.613 -3.576
H: 5.090 -0.865 -1.326
H: 4.951 -2.636 -1.254
H: 2.952 -1.809 -0.297
H: 2.501 -2.438 -1.845
H: 2.301 -0.125 -2.644
H: 2.783 0.424 -1.166

Here are the Mulliken charges for atoms 1 to 8, given in e: number 1, Ba, carries 1.768; number 2, Cl, carries -0.203; number 3, C, carries 0.642; number 4, C, carries -0.657; number 5, C, carries 0.587; number 6, Cl, carries -0.235; number 7, C, carries 0.177; number 8, C, carries -0.695

Name the most stable of them. run A.